{
  "formula": "C51H77NO3",
  "method": "the ωB97M-V functional and the def2-TZVPD basis",
  "species": ["C", "C", "C", "C", "C", "C", "C", "C", "C", "C", "C", "C", "C", "C", "C", "C", "C", "C", "C", "C", "C", "C", "C", "O", "C", "C", "C", "O", "N", "C", "O", "H", "H", "H", "H", "H", "H", "H", "H", "H", "H", "H", "H", "H", "H", "H", "H", "H", "H", "H", "H", "H", "H", "H", "H", "H", "H", "H", "H", "H", "H", "H", "H", "H", "H", "H", "H", "H", "H", "H", "H", "H", "H", "H", "H", "H", "H", "H", "H", "H", "H", "H", "H", "H", "C", "C", "C", "C", "C", "C", "H", "H", "H", "H", "H", "H", "C", "C", "C", "C", "C", "C", "H", "H", "H", "H", "H", "H", "C", "C", "C", "C", "C", "C", "H", "H", "H", "H", "H", "H", "C", "C", "C", "C", "C", "C", "H", "H", "H", "H", "H", "H"],
  "coordinates": [[5.9650, -1.4739, 1.7869], [6.1622, -0.3260, 0.5902], [6.4015, -1.1794, -0.8158], [6.9163, -0.2454, -2.0651], [8.4585, 0.2971, -1.9331], [8.6031, 1.7481, -1.1741], [8.6865, 3.0436, -2.1781], [7.1952, 3.6866, -2.5450], [6.6654, 4.7581, -1.3863], [5.1639, 4.2704, -0.9409], [4.0846, 5.5338, -0.7613], [2.8238, 4.9231, 0.0940], [1.3435, 5.4345, -0.3935], [0.2580, 4.8136, 0.7159], [-1.2578, 5.4219, 0.5510], [-1.8718, 5.1642, -0.9831], [-3.5248, 5.1057, -0.7649], [-4.3702, 5.4405, -2.1297], [-5.8356, 4.6818, -1.9781], [-5.8905, 3.5340, -3.1545], [-7.3529, 2.7525, -3.2563], [-7.2875, 1.0820, -3.3052], [-8.2243, 0.7113, -2.0125], [-8.3314, -0.6745, -1.5379], [-7.6817, -0.8813, -0.2355], [-8.7379, -0.7382, 1.0534], [-7.8378, -0.3654, 2.3832], [-9.8051, 0.2483, 0.8207], [-7.9409, 1.8395, -1.0476], [-8.2317, 3.1034, -1.8839], [-9.0051, 4.1540, -1.5987], [6.8463, -2.2582, 1.6640], [6.1678, -0.9069, 2.7967], [4.9031, -1.9733, 1.7423], [5.2222, 0.3779, 0.5213], [7.1236, 0.2783, 0.8993], [5.3312, -1.6119, -1.1113], [7.0906, -2.1297, -0.6462], [6.1167, 0.6324, -2.1724], [6.8252, -0.9005, -3.0588], [9.1193, -0.5178, -1.3659], [8.9288, 0.3906, -3.0162], [7.7655, 1.9477, -0.3706], [9.6296, 1.7255, -0.5716], [9.2470, 2.6757, -3.1561], [9.3195, 3.9288, -1.7126], [7.1926, 4.1905, -3.6126], [6.4664, 2.7434, -2.6097], [7.4439, 4.7166, -0.4827], [6.6124, 5.8275, -1.8636], [4.6553, 3.5025, -1.6628], [5.2035, 3.7602, 0.1335], [3.7929, 6.0343, -1.7811], [4.6384, 6.2989, -0.0326], [2.9518, 5.1499, 1.2374], [2.8416, 3.7429, -0.0466], [1.0330, 4.9620, -1.4372], [1.2202, 6.5959, -0.4669], [0.3306, 3.6453, 0.6610], [0.6565, 5.1749, 1.7676], [-1.9862, 4.8076, 1.2663], [-1.3723, 6.5486, 0.8767], [-1.5575, 4.1170, -1.4040], [-1.5562, 6.0748, -1.6623], [-3.8198, 5.8244, 0.1287], [-3.7343, 4.0030, -0.3602], [-4.5188, 6.5815, -2.3461], [-3.7369, 4.9815, -3.0316], [-6.7273, 5.4592, -2.0254], [-5.8699, 4.2065, -0.8852], [-5.5842, 4.0569, -4.1695], [-5.0808, 2.6985, -2.8925], [-7.9396, 3.1610, -4.1983], [-7.9812, 0.7603, -4.2125], [-6.2280, 0.5961, -3.4301], [-9.3548, 0.9434, -2.3183], [-7.3503, -2.0279, -0.2118], [-6.6896, -0.2693, -0.0744], [-9.2690, -1.7777, 1.2975], [-7.5996, -1.3703, 2.9654], [-8.3799, 0.4316, 3.0796], [-6.8009, 0.1056, 2.0996], [-9.5358, 1.1271, 1.2427], [-6.8972, 1.9561, -0.9242], [-6.7872, -5.2843, 5.8460], [-7.9952, -4.6832, 6.1985], [-8.8155, -4.1342, 5.2133], [-8.4255, -4.1823, 3.8748], [-7.2131, -4.7752, 3.5232], [-6.3945, -5.3276, 4.5079], [-6.1515, -5.7180, 6.6131], [-8.2980, -4.6433, 7.2418], [-9.7584, -3.6688, 5.4881], [-9.0655, -3.7570, 3.1068], [-6.9062, -4.8076, 2.4806], [-5.4509, -5.7917, 4.2335], [3.6511, -6.5018, -2.0112], [3.3886, -5.2264, -2.5105], [4.4323, -4.3197, -2.6932], [5.7393, -4.6871, -2.3723], [6.0006, -5.9593, -1.8643], [4.9575, -6.8674, -1.6851], [2.8386, -7.2103, -1.8752], [2.3698, -4.9391, -2.7581], [4.2277, -3.3270, -3.0856], [6.5530, -3.9818, -2.5170], [7.0184, -6.2438, -1.6086], [5.1616, -7.8596, -1.2913], [10.1927, -5.8750, -5.8306], [9.8865, -4.5491, -5.5255], [8.5903, -4.2014, -5.1464], [7.5982, -5.1797, -5.0765], [7.9022, -6.5040, -5.3907], [9.1993, -6.8524, -5.7661], [11.2044, -6.1468, -6.1194], [10.6590, -3.7862, -5.5823], [8.3529, -3.1686, -4.9054], [6.5888, -4.9095, -4.7788], [7.1277, -7.2656, -5.3421], [9.4366, -7.8849, -6.0086], [-6.3896, -2.0015, 9.1103], [-5.8219, -2.3265, 7.8787], [-4.6353, -1.7159, 7.4740], [-4.0179, -0.7761, 8.2998], [-4.5905, -0.4442, 9.5274], [-5.7752, -1.0576, 9.9337], [-7.3107, -2.4824, 9.4283], [-6.3043, -3.0569, 7.2339], [-4.1913, -1.9719, 6.5156], [-3.0920, -0.3021, 7.9860], [-4.1127, 0.2925, 10.1685], [-6.2201, -0.8006, 10.8914]],
  "forces_ev_per_a": [[0.7852, 1.0915, -0.2548], [0.5477, -1.6901, 0.2661], [-0.8704, 0.5177, -0.1302], [-0.5148, -0.6005, -0.2595], [-0.0711, 0.0221, -0.0488], [0.9272, 0.5158, 0.5136], [-0.1551, 0.2699, -0.4990], [0.3726, -0.8679, -0.0416], [-0.1783, -1.3600, -0.8116], [-0.7107, 0.9836, 1.0132], [0.9524, -0.7977, 1.5157], [-0.4706, -0.0785, -0.9039], [-0.8337, -1.1341, 0.5808], [0.6125, 1.5970, 0.1231], [-0.4364, -1.6163, -0.3979], [-0.9721, 0.7336, 1.5191], [0.8954, 0.2319, 0.0310], [0.0792, -1.0316, 0.5320], [0.5412, 0.3002, -0.1844], [-0.0258, -0.2596, 0.6658], [-0.5451, 0.8590, -0.5161], [-1.9884, 0.2759, -0.8950], [-1.7344, 1.1745, -1.2050], [2.0263, 2.2705, 1.3690], [-0.0446, -1.7600, 0.8575], [0.6609, 0.3563, 0.7843], [0.2659, -0.2083, 0.0913], [1.8087, 0.1374, 1.1019], [-0.0187, 1.3816, 0.2147], [-2.3403, 2.6647, -0.0565], [5.1830, -7.0900, -1.6120], [-2.0767, 1.4817, 0.2574], [-0.7660, -1.3610, -1.7558], [2.2336, 0.9179, 0.1925], [1.9572, -1.3514, 0.0437], [-1.9733, -1.0669, -0.8196], [2.2496, 0.8367, 0.5649], [-1.2230, 2.1735, -0.2523], [1.9229, -1.7209, 0.1836], [0.2184, 1.3972, 2.0947], [-1.5500, 1.7302, -1.1341], [-0.9853, -0.1060, 2.2102], [1.5118, -0.5825, -1.6677], [-2.1549, 0.0309, -1.2336], [-1.1913, 0.9014, 1.9248], [-1.1416, -1.9736, -0.8318], [0.1274, -0.9793, 2.1991], [1.4316, 2.2297, 0.1388], [-1.9019, 0.2964, -1.9171], [0.2038, -2.0127, 1.1053], [1.2465, 1.4086, 1.1661], [0.0126, 0.9644, -2.2960], [0.5355, -1.0222, 2.0330], [-1.2529, -1.2942, -1.9053], [-0.1971, -0.4111, -2.2165], [-0.1226, 2.4164, 0.3950], [0.9372, 1.0858, 2.0262], [0.4213, -2.1423, 0.2471], [-0.4625, 2.2271, 0.1193], [-0.7882, -0.9563, -1.9481], [1.6302, 1.2766, -1.3328], [0.5138, -2.2151, -0.8498], [-0.2818, 2.1831, 0.6824], [-0.6437, -2.0729, 1.1131], [0.5243, -1.3324, -1.9424], [0.2178, 2.3100, -1.0826], [0.4547, -2.1569, 0.6484], [-1.5378, 0.9583, 1.8364], [1.8410, -1.7809, -0.1645], [-0.0523, 0.8679, -2.4172], [-0.8009, -1.2749, 2.0441], [-1.5708, 1.9054, -0.6199], [1.2236, -0.8140, 1.9831], [1.9063, 0.5273, 1.5840], [-2.0316, 1.0727, 0.6283], [2.4587, -0.5189, 0.3343], [-0.6501, 2.4398, -0.2133], [-2.1355, -0.8663, -0.4263], [1.0700, 2.2976, -0.9558], [-0.5796, 2.2604, -0.9677], [0.9792, -1.9751, -1.4190], [-1.9915, -0.8510, 0.3839], [-0.2927, -1.8733, -1.0798], [-1.2184, -0.4437, -0.0403], [-0.0991, 0.0302, -0.1859], [-0.0178, -0.0623, -0.2148], [0.1394, -0.0562, -0.0394], [0.1358, -0.0619, 0.1554], [-0.0489, 0.0211, 0.1419], [-0.1430, 0.0805, 0.0844], [-0.0754, 0.0705, -0.0981], [0.0311, -0.0192, -0.1492], [0.1417, -0.0667, -0.0423], [0.0659, -0.0533, 0.0969], [-0.0508, -0.0064, 0.1542], [-0.1405, 0.0612, 0.0396], [0.1422, 0.1239, -0.0176], [0.1322, -0.0667, 0.0203], [0.0756, -0.1631, 0.0883], [-0.2297, -0.0868, 0.1506], [-0.1337, 0.0292, -0.0147], [-0.0432, 0.1862, -0.0819], [0.1097, 0.1034, -0.0110], [0.1560, -0.0476, 0.0284], [0.0273, -0.1208, 0.0520], [-0.1035, -0.0880, 0.0497], [-0.1496, 0.0475, -0.0684], [-0.0249, 0.1441, -0.0564], [-0.1854, 0.0400, 0.0400], [-0.0854, -0.1093, 0.0292], [0.0232, -0.2250, -0.0374], [0.1519, -0.0047, -0.1446], [0.1259, 0.0986, -0.0044], [-0.0264, 0.1916, 0.0551], [-0.1414, 0.0423, 0.0298], [-0.1116, -0.1180, 0.0154], [0.0311, -0.1195, -0.0356], [0.1914, -0.0861, -0.1150], [0.1082, 0.1262, 0.0089], [-0.0336, 0.1460, 0.0359], [0.2045, 0.1279, -0.0531], [0.0562, 0.0686, 0.0786], [-0.0552, 0.0738, 0.1949], [-0.1771, -0.0937, 0.0319], [-0.0668, -0.1084, -0.0831], [0.0554, -0.0610, -0.1593], [0.1070, 0.0707, -0.0442], [0.1288, 0.1924, 0.1219], [-0.0725, 0.0270, 0.1286], [-0.1244, -0.0541, 0.0426], [-0.0726, -0.1205, -0.0979], [0.0694, -0.0335, -0.1336]],
  "lowdin_charge": [-0.153, -0.249, -0.239, -0.222, -0.205, -0.225, -0.222, -0.207, -0.198, -0.236, -0.214, -0.243, -0.223, -0.231, -0.228, -0.216, -0.243, -0.210, -0.218, -0.165, -0.185, -0.073, -0.320, -0.129, -0.148, -0.329, -0.077, -0.111, 0.031, -0.236, -0.002, 0.079, 0.070, 0.080, 0.111, 0.095, 0.110, 0.109, 0.106, 0.105, 0.119, 0.107, 0.097, 0.114, 0.106, 0.108, 0.110, 0.085, 0.119, 0.109, 0.106, 0.116, 0.116, 0.117, 0.115, 0.113, 0.114, 0.116, 0.116, 0.107, 0.107, 0.120, 0.114, 0.116, 0.118, 0.118, 0.115, 0.114, 0.123, 0.111, 0.123, 0.124, 0.149, 0.123, 0.125, 0.184, 0.140, 0.120, 0.144, 0.077, 0.098, 0.075, 0.107, 0.116, -0.108, -0.115, -0.086, -0.104, -0.096, -0.091, 0.105, 0.103, 0.104, 0.092, 0.100, 0.101, -0.097, -0.096, -0.100, -0.126, -0.091, -0.093, 0.099, 0.100, 0.100, 0.090, 0.106, 0.100, -0.099, -0.098, -0.094, -0.101, -0.090, -0.097, 0.099, 0.099, 0.095, 0.084, 0.103, 0.099, -0.093, -0.087, -0.091, -0.099, -0.100, -0.099, 0.098, 0.067, 0.100, 0.099, 0.099, 0.099],
  "smiles": "CCCCCCCCCCCCCCCCCCCC[C@H]1C[C@@H](OC[C@@H](C)O)NC1=O.c1ccccc1.c1ccccc1.c1ccccc1.c1ccccc1",
  "charge": 0,
  "e_homo_ev": -9.23,
  "total_energy_ev": -61754.579
}